No. 1
Computed, not measured: a molecular structure, C30H55N4O2P2Ti, with the ωB97M-V functional and the def2-TZVPD basis.

Summary:
Spin multiplicity   3
Charge   +1
HOMO (alpha / beta)   -8.99 / -10.15 eV
<S²>   2.009
Orbital gap (alpha / beta)   6.632 / 7.493 eV

Geometry as XYZ:
```
94
Properties=species:S:1:pos:R:3:forces:R:3:mulliken_charge:R:1
C -2.389 -0.256 -1.997 -0.20 -0.38 -0.06 -0.32
C -0.949 -2.101 -1.846 0.04 0.00 0.28 -0.93
C -3.182 -0.925 -2.923 0.02 0.24 -0.07 -0.77
C -1.658 -2.796 -2.816 -0.31 0.20 -0.17 -0.40
C -2.795 -2.190 -3.357 0.08 -0.36 0.11 -1.30
H -4.066 -0.413 -3.310 0.35 -0.29 -0.05 0.54
H -1.314 -3.788 -3.121 -0.20 0.40 0.00 0.55
H -3.366 -2.708 -4.126 0.06 0.13 0.22 0.47
N -1.338 -0.876 -1.428 0.18 0.32 -0.47 2.22
P -1.059 1.974 -1.131 0.46 0.42 -0.34 0.48
P 0.425 -2.370 0.610 0.32 0.16 -0.87 0.73
C -2.639 1.201 -1.650 -0.26 -0.21 -0.17 -1.93
H -3.065 1.730 -2.517 0.06 -0.28 0.23 0.80
H -3.373 1.283 -0.836 0.20 -0.05 -0.11 0.66
C 0.356 -2.596 -1.287 0.20 -0.20 0.39 -1.08
H 0.508 -3.660 -1.503 -0.11 0.30 -0.30 1.70
C 2.183 -2.899 1.074 -0.01 -0.24 -0.05 2.49
C -0.840 -3.539 1.354 0.41 0.01 -0.09 2.43
C -0.178 2.375 -2.765 -0.20 0.45 0.04 2.70
C -1.581 3.549 -0.252 0.02 -0.11 -0.31 2.32
C 3.073 -1.642 1.164 0.12 0.02 -0.07 -1.69
H 2.799 -1.018 2.025 0.04 -0.15 -0.14 0.33
H 4.115 -1.976 1.288 -0.25 0.11 0.07 0.53
H 3.026 -1.018 0.265 0.01 -0.20 0.21 0.11
C 2.233 -3.587 2.445 0.13 -0.08 0.15 -1.79
H 1.865 -2.935 3.246 0.04 -0.14 -0.14 0.30
H 1.688 -4.537 2.469 0.12 0.24 -0.01 0.27
H 3.287 -3.813 2.665 -0.25 0.08 -0.03 0.56
C 2.777 -3.856 0.029 0.33 -0.06 0.01 -1.38
H 3.695 -4.299 0.449 -0.20 0.15 -0.17 0.66
H 2.111 -4.690 -0.224 0.21 0.21 0.03 0.05
H 3.058 -3.323 -0.889 -0.12 -0.20 0.35 0.11
C -0.848 -3.183 2.866 -0.22 -0.11 0.19 -1.56
H -0.474 -2.163 3.050 -0.12 -0.25 -0.01 0.16
H -1.873 -3.221 3.259 0.23 -0.04 -0.07 0.43
H -0.235 -3.878 3.456 -0.21 0.27 -0.20 0.42
C -2.241 -3.306 0.755 0.04 0.06 0.05 -1.87
H -2.512 -2.250 0.722 -0.09 -0.22 -0.06 -0.02
H -2.315 -3.734 -0.252 -0.02 0.18 0.22 0.41
H -2.971 -3.821 1.400 0.21 0.12 -0.24 0.75
C -0.468 -5.009 1.068 -0.34 -0.50 0.05 -1.53
H 0.278 -5.118 0.271 -0.18 -0.03 0.30 0.17
H -0.115 -5.526 1.969 0.05 0.10 -0.30 0.40
H -1.360 -5.554 0.720 0.29 0.11 0.19 0.43
C -0.284 4.279 0.128 -0.02 0.26 0.12 -1.45
H -0.542 5.227 0.623 0.10 -0.16 -0.08 0.52
H 0.327 3.689 0.826 -0.18 0.10 -0.22 0.05
H 0.332 4.512 -0.751 -0.19 0.00 0.24 0.28
C -2.362 3.171 1.021 0.09 0.05 0.10 -1.66
H -3.246 2.565 0.791 0.13 0.13 0.12 0.32
H -1.759 2.632 1.766 -0.15 0.15 -0.37 0.14
H -2.717 4.105 1.483 0.12 -0.29 -0.05 0.65
C -2.499 4.458 -1.092 -0.17 0.42 0.15 -1.47
H -3.237 3.895 -1.678 0.16 0.12 0.11 0.21
H -3.066 5.107 -0.409 0.09 -0.15 -0.12 0.52
H -1.954 5.133 -1.760 -0.16 -0.33 0.17 0.33
C -0.394 1.258 -3.794 0.02 -0.30 0.14 -1.84
H -1.442 1.167 -4.107 0.17 0.08 0.03 0.28
H 0.198 1.487 -4.694 -0.13 -0.04 0.28 0.66
H -0.057 0.290 -3.410 -0.09 0.21 -0.10 -0.08
C 1.334 2.515 -2.459 0.26 0.11 -0.19 -1.48
H 1.875 1.589 -2.701 -0.20 0.31 0.17 0.11
H 1.749 3.341 -3.061 -0.08 -0.29 0.19 0.51
H 1.546 2.729 -1.402 -0.05 -0.03 -0.28 0.13
C -0.699 3.662 -3.420 0.13 0.12 -0.28 -1.84
H -1.784 3.632 -3.578 0.23 0.09 0.07 0.33
H -0.424 4.564 -2.863 -0.11 -0.24 -0.13 0.36
H -0.232 3.750 -4.413 -0.09 -0.02 0.23 0.56
Ti 0.058 0.041 0.059 1.61 0.02 -1.29 -1.79
C -1.562 -0.122 1.126 -4.65 -0.09 3.30 0.25
O -2.499 -0.105 1.860 2.48 -0.19 -2.03 -0.50
N 1.508 -0.443 -1.356 -0.31 -0.78 -0.13 0.03
C 1.463 -1.589 -1.876 -0.23 -0.13 0.24 -0.80
C 2.309 -2.065 -3.102 -0.18 0.00 0.46 2.17
C 2.098 -3.542 -3.420 0.12 -0.29 -0.11 -1.85
C 1.820 -1.321 -4.346 0.00 0.26 -0.24 -1.87
C 3.812 -1.776 -2.867 0.13 0.07 -0.12 -1.69
H 2.395 -4.206 -2.602 -0.09 0.04 -0.19 0.28
H 1.048 -3.729 -3.679 0.20 -0.11 0.01 0.24
H 2.714 -3.796 -4.294 -0.20 -0.02 0.19 0.56
H 1.931 -0.235 -4.254 0.01 -0.25 0.04 0.30
H 2.404 -1.653 -5.217 -0.16 0.10 0.21 0.54
H 0.763 -1.557 -4.537 0.17 0.13 -0.04 0.31
H 4.407 -2.667 -3.123 -0.11 0.33 0.08 0.37
H 4.138 -0.953 -3.519 0.02 -0.21 0.27 0.42
H 4.040 -1.493 -1.832 -0.10 -0.05 -0.27 0.27
N -0.542 1.373 3.547 0.50 0.17 -0.23 -0.19
C 0.529 1.604 2.758 0.64 -0.66 -1.13 0.12
N 1.338 2.631 3.110 -0.40 -0.26 0.11 -0.38
O 0.840 0.918 1.724 -0.48 1.50 1.92 -0.23
H -0.641 2.031 4.304 -0.50 -0.41 0.07 0.19
H -1.274 0.699 3.316 0.53 0.50 0.19 0.14
H 2.162 2.780 2.554 -0.01 0.08 0.04 0.25
H 1.103 3.266 3.861 0.25 -0.20 -0.23 0.17
```
Positions in Å, forces in eV/Å.

---

No. 2
Computed, not measured: 2 unconnected molecules or ions with the total composition C3H12NO, with the ωB97M-V functional and the def2-TZVPD basis.

Summary:
Charge   +1
HOMO   -14.41 eV
Energy above the lowest of the compared OMol25 structures with the same formula, charge and spin   182.5 kJ/mol
Orbital gap   10.842 eV

Geometry as XYZ:
```
17
Properties=species:S:1:pos:R:3:forces:R:3:nbo_charge:R:1
C 0.797 -2.071 -1.233 1.14 2.31 2.01 -0.38
N 0.541 -1.856 0.361 0.27 -2.29 -2.30 -0.70
H 0.238 -1.293 -1.771 0.68 0.24 0.49 0.24
H 1.907 -1.984 -1.292 -1.19 -0.40 -0.69 0.25
H 0.295 -2.944 -1.510 0.03 -1.82 -0.17 0.23
H 0.078 -2.744 0.626 -0.33 1.16 0.32 0.44
H 0.027 -1.001 0.420 -0.63 0.67 0.70 0.46
H 1.382 -1.813 0.935 0.16 0.36 -0.39 0.45
C -0.617 1.688 -0.157 0.28 1.58 1.06 -0.09
O 0.717 1.049 -0.111 -0.80 1.56 -0.04 -0.79
C -1.497 1.428 1.130 -0.29 -0.17 -1.09 -0.66
H -0.470 2.833 -0.283 -0.16 -1.90 0.29 0.19
H -1.068 1.349 -1.079 -0.54 -0.12 -0.03 0.18
H 1.231 1.854 -0.325 0.47 -1.24 0.25 0.50
H -2.111 0.506 0.933 0.43 0.76 0.42 0.20
H -0.900 1.267 2.073 -0.57 0.53 -1.09 0.23
H -2.233 2.297 1.202 1.03 -1.23 0.25 0.25
```
Positions in Å, forces in eV/Å.

---

No. 3
Computed, not measured: a molecular structure, C37H57FeO3SSeSi, with the ωB97M-V functional and the def2-TZVPD basis.

Summary:
Spin multiplicity   2
Charge   0
HOMO (alpha / beta)   -7.60 / -7.53 eV
<S²>   0.962
Orbital gap (alpha / beta)   7.442 / 7.696 eV

Geometry as XYZ:
```
101
Properties=species:S:1:pos:R:3:forces:R:3:mulliken_charge:R:1
Fe -0.597 -0.849 1.579 0.05 0.58 0.76 0.82
C 5.736 2.996 0.627 0.00 0.00 0.00 -1.77
C 4.870 2.826 -0.629 -0.03 -0.01 0.00 2.04
C 4.210 4.169 -0.973 0.01 0.00 0.00 -1.69
C 5.783 2.430 -1.789 0.00 0.00 0.00 -2.17
C 3.782 1.785 -0.365 0.04 0.05 0.01 -0.56
C 2.874 1.981 0.669 -0.03 0.04 0.04 0.50
C 1.862 1.069 0.885 0.03 -0.10 -0.09 -1.16
Se 0.512 1.407 2.198 -0.08 -0.24 -0.24 0.04
C -0.760 2.193 0.987 -0.02 0.01 -0.02 0.03
C -0.507 3.407 0.371 -0.05 0.07 0.00 -0.48
C -1.416 3.909 -0.546 0.06 0.00 0.05 -0.76
C -2.573 3.160 -0.782 -0.06 -0.02 0.00 0.12
C -2.853 1.937 -0.189 0.02 0.07 -0.04 -0.84
C -1.892 1.429 0.710 0.23 0.19 0.22 1.54
O -2.031 0.234 1.291 -0.14 -0.36 -0.49 -1.44
C -4.116 1.143 -0.525 -0.02 -0.04 0.01 2.52
C -3.724 -0.152 -1.255 -0.01 -0.01 0.03 -1.37
C -5.059 1.932 -1.436 0.01 0.00 -0.02 -2.37
C -4.888 0.804 0.759 0.01 0.01 -0.01 -1.76
C -1.199 5.222 -1.296 0.02 0.04 0.00 2.10
C -1.202 4.952 -2.808 0.00 -0.01 0.00 -1.65
C 0.137 5.871 -0.932 -0.01 -0.01 0.00 -2.18
C -2.326 6.205 -0.952 0.00 0.00 0.00 -1.73
C 1.710 -0.090 0.103 -0.04 0.02 0.26 0.63
O 0.706 -0.931 0.334 -0.12 -0.24 -0.48 -0.54
C 2.640 -0.333 -0.924 0.05 0.09 0.02 -0.42
C 3.629 0.633 -1.125 -0.01 -0.05 -0.01 0.06
C 2.627 -1.540 -1.879 -0.02 -0.02 0.00 2.49
C 4.043 -2.136 -1.969 0.01 0.01 -0.01 -1.82
C 2.200 -1.047 -3.269 -0.01 0.01 -0.01 -1.60
C 1.695 -2.691 -1.479 0.02 0.01 0.01 -2.02
H 6.523 3.732 0.449 0.00 0.00 0.00 0.47
H 6.206 2.049 0.902 0.00 0.00 0.00 0.38
H 5.146 3.337 1.479 0.00 0.00 0.00 0.30
H 4.971 4.932 -1.157 0.00 0.00 0.00 0.49
H 3.573 4.520 -0.160 0.00 0.00 0.00 0.35
H 3.592 4.076 -1.868 0.00 0.00 0.00 0.33
H 6.541 3.202 -1.935 0.00 0.00 0.00 0.44
H 5.228 2.329 -2.723 0.00 0.00 0.00 0.39
H 6.300 1.488 -1.591 0.00 0.00 0.00 0.42
H 2.935 2.857 1.304 0.00 0.00 0.00 0.58
H 0.409 3.934 0.603 0.00 0.01 0.00 0.45
H -3.291 3.558 -1.485 0.01 0.00 0.01 0.42
H -3.195 0.079 -2.183 0.01 0.00 0.00 0.27
H -4.624 -0.719 -1.510 -0.01 0.01 0.00 0.46
H -3.089 -0.783 -0.636 0.01 0.00 0.00 0.04
H -4.610 2.142 -2.409 0.00 0.00 0.01 0.37
H -5.366 2.878 -0.983 0.00 0.00 0.00 0.43
H -5.958 1.339 -1.611 0.00 0.00 0.00 0.46
H -4.304 0.160 1.413 -0.01 0.01 0.00 0.25
H -5.817 0.288 0.502 0.00 -0.01 0.00 0.48
H -5.148 1.715 1.304 0.00 0.00 0.00 0.36
H -0.414 4.245 -3.074 0.00 0.00 0.00 0.35
H -1.032 5.880 -3.359 0.00 0.01 0.00 0.48
H -2.154 4.535 -3.139 0.00 0.00 0.00 0.31
H 0.978 5.215 -1.166 0.00 0.00 0.00 0.37
H 0.184 6.130 0.127 0.00 -0.01 0.00 0.38
H 0.264 6.792 -1.505 0.00 0.00 0.00 0.48
H -3.303 5.802 -1.221 0.00 0.00 0.00 0.32
H -2.189 7.145 -1.493 0.01 0.00 0.00 0.46
H -2.334 6.423 0.117 0.00 0.00 0.00 0.36
H 4.321 0.467 -1.939 0.00 0.01 0.01 0.27
H 4.770 -1.439 -2.386 0.00 -0.01 0.00 0.32
H 4.028 -3.017 -2.613 0.00 0.00 0.00 0.48
H 4.395 -2.441 -0.981 0.00 -0.01 0.00 0.37
H 2.866 -0.265 -3.639 0.00 0.00 0.00 0.30
H 1.187 -0.641 -3.235 0.00 0.00 0.00 0.30
H 2.213 -1.874 -3.984 0.00 0.00 0.00 0.45
H 1.927 -3.069 -0.482 -0.01 0.00 0.01 0.21
H 1.837 -3.507 -2.193 0.00 0.01 0.01 0.55
H 0.648 -2.403 -1.485 -0.02 0.01 0.01 0.23
C -4.064 -5.433 1.986 -0.01 -0.02 0.00 -0.99
Si -3.247 -4.848 0.404 0.02 0.03 -0.04 -0.20
C -4.551 -4.349 -0.836 -0.01 -0.02 -0.01 -0.97
C -2.178 -6.217 -0.292 -0.02 -0.02 -0.01 -0.97
C -2.195 -3.403 0.786 -0.01 -0.09 0.07 0.24
C -1.540 -2.412 1.055 -0.01 -0.02 -0.05 0.52
H -4.687 -6.311 1.797 -0.01 0.01 0.01 0.35
H -4.699 -4.650 2.405 0.00 0.00 0.00 0.31
H -3.327 -5.706 2.744 0.00 -0.01 -0.01 0.28
H -5.161 -5.206 -1.130 -0.01 0.01 0.00 0.35
H -4.091 -3.932 -1.734 0.01 -0.01 0.00 0.29
H -5.211 -3.586 -0.417 0.01 0.01 0.00 0.28
H -2.789 -7.071 -0.595 0.01 -0.01 0.00 0.31
H -1.451 -6.568 0.444 0.00 0.01 0.01 0.30
H -1.623 -5.869 -1.166 0.00 0.00 0.00 0.32
O 0.363 -1.764 3.032 0.12 0.09 0.06 -0.77
S 0.763 -3.228 2.808 0.04 -0.02 -0.07 0.77
C -0.393 -4.226 3.773 0.00 -0.03 -0.01 -0.30
C 0.475 -5.226 4.521 0.00 0.00 0.00 -0.62
C 1.623 -4.408 5.111 0.01 0.01 0.00 -0.69
C 2.120 -3.479 3.999 -0.01 0.00 0.01 -0.70
H -1.128 -4.645 3.090 0.02 0.00 0.00 -0.19
H -0.884 -3.519 4.445 -0.01 0.00 -0.01 0.31
H 0.861 -5.982 3.832 -0.01 0.00 0.00 0.29
H -0.101 -5.748 5.285 0.00 0.01 0.01 0.39
H 2.430 -5.041 5.479 0.00 0.01 0.01 0.34
H 1.258 -3.815 5.951 -0.02 0.00 -0.01 0.31
H 2.955 -3.899 3.441 -0.02 -0.03 -0.01 0.45
H 2.389 -2.480 4.336 0.03 0.00 -0.01 0.32
```
Positions in Å, forces in eV/Å.

---

Q: Which F_max values were calculated for the entries above? A: 5.70 3.27 0.96, in eV/Å.